{
  "formula": "C19H19BrN4O2",
  "method": "ωB97M-V/def2-TZVPD",
  "total_charge": 0,
  "homo_lumo_gap_ev": 6.911,
  "homo_ev": -7.50,
  "de_lowest_ev": 6.6809,
  "smiles": "Cc1nc2ccc(NCC[N+](C)(C)[O-])c3c(=O)c4cc(Br)ccc4n1c23",
  "elements": ["O", "O", "Br", "N", "C", "C", "C", "C", "C", "C", "C", "C", "C", "C", "C", "C", "C", "C", "N", "N", "C", "C", "C", "C", "C", "N", "H", "H", "H", "H", "H", "H", "H", "H", "H", "H", "H", "H", "H", "H", "H", "H", "H", "H", "H"],
  "positions_angstrom": [[0.7674, 2.1339, -0.5209], [-5.0892, -0.2315, 2.0488], [4.9829, 3.7498, -3.4330], [2.6830, -2.9824, 0.8030], [1.3598, 1.0533, -0.6633], [3.6692, -2.2678, 0.2768], [5.1475, 1.0326, -2.4502], [0.1923, -2.5540, 1.4553], [3.0711, 2.1667, -2.0844], [4.6917, -0.0414, -1.7634], [-0.7251, -1.5489, 1.1245], [4.3145, 2.1723, -2.5767], [1.4759, -2.3517, 0.8325], [2.6315, 0.9880, -1.3464], [0.7951, -0.2634, -0.2536], [3.5203, -0.0846, -1.0521], [1.7183, -1.1693, 0.0209], [-0.4624, -0.4295, 0.4195], [3.0811, -1.1370, -0.2679], [-1.2470, 0.6865, 0.5692], [5.0842, -2.7393, 0.0713], [-2.4489, 0.7791, 1.4708], [-5.4470, 1.9402, 1.2958], [-5.8353, -0.0849, 0.0668], [-3.5476, 0.6204, 0.4962], [-4.9370, 0.5231, 1.0310], [6.1046, 1.0017, -2.9030], [-0.0093, -3.5890, 2.0158], [2.4281, 3.0825, -2.2069], [5.4862, -0.7273, -1.6596], [-1.7300, -1.7497, 1.4337], [-0.9437, 1.6024, 0.2486], [5.7793, -1.8463, 0.1056], [5.2924, -3.3347, 0.8944], [5.2837, -3.3036, -0.8574], [-2.6166, 0.2134, 2.2817], [-2.5428, 1.7572, 1.9973], [-5.1901, 2.5486, 0.3457], [-6.5332, 1.7472, 1.3365], [-5.1009, 2.3390, 2.2800], [-5.9114, 0.6106, -0.6902], [-5.5295, -1.0632, -0.3613], [-6.8347, -0.3711, 0.5860], [-3.4472, 1.4315, -0.2455], [-3.4315, -0.3094, -0.1721]],
  "forces_ev_per_a": [[0.337, -0.721, -0.104], [1.080, -2.006, 4.458], [-0.079, -0.396, 0.092], [2.623, -1.710, 1.728], [-2.461, 0.437, -0.308], [-2.774, -1.612, -0.421], [-1.547, 1.767, -0.421], [1.984, -1.590, -1.467], [-2.017, -0.525, 1.231], [2.055, -0.288, 0.436], [-0.875, -3.575, 1.616], [1.863, -0.192, -0.815], [0.318, 1.901, -1.314], [1.550, 0.995, 0.297], [-1.365, 3.561, 0.325], [-1.582, 1.277, -1.371], [1.424, -3.782, 1.930], [1.335, 3.341, -0.558], [-1.049, 1.091, -0.556], [-1.385, 0.325, 1.538], [0.017, 2.391, -1.001], [0.731, 2.721, -2.746], [-0.527, 0.164, -1.328], [-2.027, -1.997, -0.180], [-0.590, -1.435, -2.874], [-0.403, 1.631, -1.280], [0.722, 0.076, -0.299], [0.194, 2.809, -1.190], [0.468, -1.433, 0.376], [0.189, -1.428, 0.250], [-0.497, 0.388, 0.506], [0.542, -0.681, -0.174], [-0.678, -1.065, -0.033], [0.563, -1.289, 1.441], [-0.414, 0.351, 0.317], [0.402, -3.304, 2.524], [0.601, 0.019, -0.965], [-0.470, -0.513, 1.895], [0.448, 0.664, 0.203], [0.079, -0.485, -1.091], [-0.903, 1.267, -2.233], [0.641, 0.783, 0.623], [1.791, 1.178, -0.778], [-0.498, -0.122, 0.306], [0.184, 1.013, 1.412]]
}



{
  "formula": "C5H12NO",
  "method": "ωB97M-V/def2-TZVPD",
  "total_charge": -1,
  "homo_lumo_gap_ev": 5.859,
  "homo_ev": -2.07,
  "de_lowest_ev": 0.9523,
  "smiles": "CN[C@@H](C)CC[O-]",
  "elements": ["C", "N", "C", "C", "C", "O", "C", "H", "H", "H", "H", "H", "H", "H", "H", "H", "H", "H", "H"],
  "positions_angstrom": [[-0.3293, -1.6672, 2.2836], [-0.9417, -1.0732, 1.1061], [-0.0227, -0.1941, 0.3833], [-0.8013, 0.4906, -0.7302], [-0.1337, 1.5333, -1.6811], [0.9168, 2.1556, -1.0914], [1.2516, -0.8592, -0.1982], [0.5764, -2.2526, 2.0951], [-0.0589, -0.8973, 3.0043], [-1.1350, -2.2767, 2.6972], [-1.1730, -1.8395, 0.4798], [0.2835, 0.6220, 1.0444], [-1.6586, 0.9529, -0.2216], [-1.2377, -0.2770, -1.3933], [-0.9208, 2.2229, -2.0676], [0.2206, 0.8998, -2.5256], [2.1796, -0.3072, -0.0971], [1.4402, -1.8536, 0.2237], [1.0069, -0.9526, -1.2566]],
  "forces_ev_per_a": [[-0.691, 0.029, -0.052], [0.785, -0.090, -0.118], [0.890, 1.168, -0.555], [-1.621, 0.254, -0.219], [1.796, -0.512, 1.234], [-0.317, 0.366, -0.018], [-0.660, -0.480, -0.053], [-0.018, -0.210, 0.001], [-0.105, 0.157, 0.040], [0.414, -0.317, 0.466], [-0.195, 0.078, -0.076], [-0.018, -0.180, 0.219], [0.002, 0.058, -0.040], [-0.088, -0.243, 0.149], [-0.202, -0.232, -0.070], [-0.172, 0.066, -0.648], [-0.196, 0.452, -0.009], [-0.150, -0.064, -0.065], [0.548, -0.301, -0.184]]
}



{
  "formula": "C34H62Br2F3N3O13P",
  "method": "ωB97M-V/def2-TZVPD",
  "total_charge": 1,
  "homo_lumo_gap_ev": 6.657,
  "homo_ev": -11.66,
  "elements": ["C", "C", "C", "C", "C", "C", "C", "N", "N", "C", "C", "C", "F", "Br", "C", "F", "F", "Br", "C", "C", "C", "C", "C", "C", "C", "C", "C", "C", "C", "C", "N", "C", "P", "O", "O", "O", "H", "H", "H", "H", "H", "H", "H", "H", "H", "H", "H", "H", "H", "H", "H", "H", "H", "H", "H", "H", "H", "H", "H", "H", "H", "H", "H", "H", "H", "H", "H", "H", "C", "C", "O", "O", "H", "H", "H", "H", "H", "H", "C", "C", "O", "O", "H", "H", "H", "H", "H", "H", "C", "C", "O", "O", "H", "H", "H", "H", "H", "H", "C", "C", "O", "O", "H", "H", "H", "H", "H", "H", "C", "C", "O", "O", "H", "H", "H", "H", "H", "H"],
  "positions_angstrom": [[3.7101, -5.4366, -0.9843], [2.5818, -5.5271, 0.1507], [1.2954, -6.2493, -0.4121], [-0.0710, -5.7350, 0.1955], [-0.2589, -4.1697, 0.1487], [-0.1884, -3.6058, -1.3343], [-0.2157, -2.0174, -1.3702], [-0.2410, -1.4672, -0.1516], [-0.2129, -0.1415, -0.2218], [-0.2516, 0.4093, 1.1768], [0.9882, -0.1062, 2.0342], [0.5388, -1.1272, 3.1637], [-0.3084, -2.1240, 2.7000], [-0.3613, -0.0925, 4.6038], [1.8057, -1.8824, 3.8068], [2.6647, -2.3652, 2.8294], [1.2776, -3.0228, 4.4180], [2.7174, -0.8790, 5.2114], [-0.1579, 0.6486, -1.3082], [-0.0810, 2.2253, -1.1650], [1.3391, 2.7831, -0.7954], [1.8730, 2.7754, 0.5977], [3.2012, 3.3050, 0.9441], [4.0884, 3.8986, -0.0673], [3.5791, 3.9412, -1.4349], [2.2428, 3.4066, -1.7971], [1.8686, 3.6001, -3.3161], [-0.1793, 0.1261, -2.7091], [-0.1782, 0.9596, -4.0342], [1.1718, 0.8720, -4.8502], [1.1200, 1.3031, -6.0494], [-0.2095, -1.3796, -2.6925], [-0.2253, -2.4997, -4.2006], [-0.2255, -1.7879, -5.5070], [1.0704, -3.5383, -4.1911], [-1.5856, -3.4901, -4.1995], [4.6623, -5.1082, -0.4789], [3.8298, -6.4288, -1.4876], [3.3893, -4.6255, -1.6895], [2.4018, -4.4673, 0.4909], [3.0113, -6.0877, 1.0245], [1.3904, -7.3401, -0.1291], [1.2807, -6.2252, -1.5414], [-0.9152, -6.2064, -0.3941], [-0.1482, -6.1171, 1.2510], [-1.2883, -3.9449, 0.5478], [0.4733, -3.6895, 0.8443], [0.7854, -3.9451, -1.7857], [-1.0776, -4.0371, -1.8640], [-1.1473, -0.0907, 1.6550], [-0.4381, 1.4964, 1.2461], [1.5194, 0.7125, 2.5801], [1.7575, -0.6272, 1.3920], [-0.3997, 2.7548, -2.1015], [-0.7889, 2.6136, -0.3734], [1.2915, 2.3876, 1.4603], [3.5790, 3.2906, 2.0023], [5.0784, 4.3203, 0.2282], [4.2269, 4.4178, -2.2178], [2.4984, 2.9487, -3.9689], [0.7733, 3.5530, -3.5180], [2.1772, 4.6624, -3.5559], [-0.9640, 0.4903, -4.7223], [-0.4799, 2.0288, -3.9420], [2.1372, 0.4775, -4.4397], [2.0466, 1.2299, -6.4842], [1.1782, -3.7847, -5.1333], [-2.1127, -3.2016, -3.4229], [4.4398, 2.6023, 7.3247], [4.9382, 3.0290, 5.9544], [3.9490, 2.7212, 4.9681], [4.1427, 1.2100, 7.3110], [5.1900, 2.7934, 8.0933], [3.5181, 3.1357, 7.5840], [5.8371, 2.4716, 5.6865], [5.1579, 4.1003, 5.9241], [3.1994, 3.3221, 5.1011], [3.7498, 1.0479, 6.4430], [0.8077, 4.9548, 4.4686], [0.3464, 6.2237, 3.7791], [1.0436, 6.3649, 2.5379], [2.2175, 5.0009, 4.6734], [0.3190, 4.8303, 5.4360], [0.5928, 4.0790, 3.8430], [0.5893, 7.0986, 4.3832], [-0.7308, 6.2066, 3.5904], [0.7185, 5.6787, 1.9415], [2.5867, 5.4267, 3.8840], [-3.5547, -6.9192, 0.5667], [-5.0516, -7.1696, 0.5633], [-5.3679, -8.1330, -0.4426], [-3.1357, -6.4713, -0.7200], [-3.2834, -6.1617, 1.3043], [-3.0111, -7.8450, 0.7879], [-5.5916, -6.2561, 0.3105], [-5.3984, -7.5333, 1.5347], [-5.0207, -8.9847, -0.1486], [-3.6600, -6.9765, -1.3600], [-4.7669, 5.4136, 1.6862], [-4.2534, 4.5898, 2.8532], [-3.5353, 5.4354, 3.7553], [-3.6782, 6.0505, 1.0261], [-5.2926, 4.7871, 0.9640], [-5.4449, 6.1987, 2.0395], [-3.5529, 3.8290, 2.5043], [-5.0726, 4.1033, 3.3903], [-4.1788, 6.0136, 4.1844], [-3.0646, 6.3191, 1.7253], [-4.5913, 0.4036, -7.7165], [-3.8190, 1.1036, -6.6132], [-2.9452, 0.1650, -5.9752], [-5.3265, -0.6884, -7.1775], [-5.2899, 1.0870, -8.2013], [-3.9038, 0.0002, -8.4692], [-4.5000, 1.4770, -5.8472], [-3.2290, 1.9372, -7.0054], [-2.2456, -0.0554, -6.6062], [-4.7579, -1.0837, -6.5013]],
  "forces_ev_per_a": [[-0.619, 0.375, 1.299], [0.717, -0.012, -0.841], [0.038, -0.171, 0.621], [0.048, -0.206, -0.770], [-0.445, -0.457, 0.067], [0.299, 0.434, 1.501], [-0.066, -2.637, -0.657], [0.109, 0.486, -3.193], [0.116, 1.801, 0.536], [-0.475, -0.964, 1.754], [0.032, -0.637, 0.092], [0.771, 0.199, -0.307], [0.841, 1.307, 0.365], [-0.200, -0.591, -0.880], [-0.839, -1.776, 0.381], [-1.159, 1.104, 1.196], [0.799, 1.526, -0.789], [0.140, -0.680, -1.044], [-0.040, 1.461, -1.999], [0.288, 0.585, 0.845], [3.051, 1.034, 0.737], [1.453, 0.914, -1.225], [-0.405, 0.230, -1.695], [-2.815, -1.070, -0.697], [-0.840, -0.700, 1.815], [0.342, -0.147, 0.798], [0.645, 1.146, 1.038], [-0.080, -3.358, 1.153], [-0.111, -1.178, -0.234], [-0.383, 0.358, -0.784], [0.283, -0.343, 1.132], [0.299, 2.603, 1.764], [-0.388, -1.414, -3.398], [0.126, 0.176, 1.649], [-1.743, 1.262, 0.636], [1.781, 2.045, 1.831], [-0.786, -0.449, -0.780], [0.029, 0.993, 0.301], [0.432, -0.916, 0.263], [-0.040, -1.097, -0.248], [-0.578, 0.512, -0.724], [-0.165, 1.078, -0.475], [0.005, 0.173, 1.112], [0.923, 0.481, 0.748], [0.006, 0.619, -0.888], [0.988, -0.098, -0.272], [-0.589, -0.228, -0.806], [-1.096, 0.319, 0.086], [1.034, 0.358, 0.208], [0.804, 0.595, -0.772], [0.408, -0.854, -0.445], [-0.506, -0.608, -0.580], [-0.904, 0.574, 0.529], [0.231, -1.034, 0.883], [0.604, -0.709, -0.874], [0.429, 0.453, -0.961], [-0.709, -0.149, -1.090], [-1.031, -0.470, -0.429], [-0.931, -0.589, 0.718], [-0.856, 0.373, 0.513], [1.074, -0.207, 0.013], [-0.392, -1.149, 0.114], [1.009, 0.507, 0.995], [0.369, -1.012, 0.276], [-1.065, 0.149, 0.239], [-0.327, -0.003, 0.006], [0.095, 0.160, 0.391], [-0.163, -0.575, -0.666], [-0.117, -0.232, -0.224], [-0.323, 0.232, 0.010], [0.024, -0.287, 0.001], [0.170, -0.078, 0.019], [-0.035, -0.087, -0.011], [0.123, 0.290, -0.011], [-0.063, 0.002, 0.017], [0.100, -0.011, 0.141], [0.122, 0.208, -0.137], [0.059, 0.216, 0.081], [0.239, 0.137, -0.047], [-0.178, -0.227, -0.316], [0.082, -0.023, 0.080], [-0.066, 0.046, 0.077], [0.076, -0.012, -0.018], [-0.303, -0.003, -0.020], [0.043, -0.053, -0.062], [-0.044, -0.039, 0.237], [0.097, 0.131, -0.009], [-0.008, -0.068, 0.106], [-0.039, -0.026, -0.343], [0.113, -0.386, 0.110], [0.075, 0.108, -0.029], [-0.223, 0.188, -0.069], [0.030, -0.002, -0.060], [-0.096, -0.033, 0.279], [0.021, -0.070, -0.037], [0.066, 0.179, 0.091], [-0.118, 0.059, -0.092], [0.091, 0.033, 0.093], [0.382, 0.218, 0.008], [-0.339, 0.269, 0.187], [0.105, -0.042, -0.069], [0.129, -0.320, -0.005], [0.037, 0.057, -0.011], [-0.220, -0.197, 0.113], [0.014, 0.063, 0.036], [-0.036, -0.112, -0.158], [0.139, -0.047, 0.004], [-0.147, 0.091, -0.109], [-0.040, -0.392, 0.275], [0.203, 0.002, -0.299], [0.145, 0.020, 0.125], [-0.038, 0.223, 0.158], [-0.002, -0.057, 0.028], [0.129, 0.286, -0.098], [0.033, -0.079, -0.017], [-0.137, 0.075, -0.056], [-0.058, -0.130, 0.119], [-0.082, -0.025, -0.169]]
}



{
  "formula": "C13H9F2NO3",
  "method": "ωB97M-V/def2-TZVPD",
  "total_charge": 0,
  "homo_lumo_gap_ev": 8.792,
  "homo_ev": -8.99,
  "de_lowest_ev": 1.7048,
  "smiles": "CC1=CC(=O)N=C[C@H]1c1cccc2c1OC(F)(F)O2",
  "elements": ["O", "F", "F", "N", "O", "O", "C", "C", "C", "C", "C", "C", "C", "C", "C", "C", "C", "C", "C", "H", "H", "H", "H", "H", "H", "H", "H", "H"],
  "positions_angstrom": [[2.6333, -0.4617, 3.6942], [-2.9631, 1.0520, 1.7439], [-3.3499, -1.1747, 1.7877], [1.8537, -1.5858, 1.8731], [-3.2346, -0.0705, -0.1610], [-1.3107, -0.3940, 1.0982], [2.1158, -0.4294, 2.5312], [1.5339, -1.5766, 0.6432], [1.9750, 0.8480, 1.8974], [1.6615, 0.9027, 0.6808], [-1.0543, -0.7402, -2.9756], [-2.3073, -0.6629, -2.3313], [0.1455, -0.5587, -2.2191], [-2.2852, -0.4921, -0.9735], [-1.0762, -0.4139, -0.2035], [0.2304, -0.4301, -0.8501], [-2.7398, -0.1541, 1.1754], [1.2044, 2.2146, 0.1806], [1.5596, -0.3320, -0.0938], [1.1130, -2.4753, 0.2609], [1.9756, 1.6531, 2.6654], [-1.1041, -0.8398, -4.0483], [-3.2868, -0.6552, -2.8881], [1.1494, -0.6307, -2.7511], [1.8899, 2.4585, -0.7525], [1.1044, 3.0428, 0.9934], [0.2095, 2.1888, -0.2152], [2.3571, -0.2827, -0.7622]],
  "forces_ev_per_a": [[-1.856, -0.237, -3.114], [-0.065, -1.662, 0.139], [0.532, 1.222, 0.285], [-1.074, -2.419, -0.084], [-2.190, -0.207, 2.719], [-2.529, 0.912, 1.686], [3.953, 0.358, 4.646], [1.189, 0.422, 2.815], [0.383, 0.124, 5.807], [-2.052, 1.859, -2.113], [-0.001, 0.520, 1.491], [-0.477, 0.134, -0.848], [0.796, -0.907, -2.564], [3.972, 0.729, 0.325], [2.575, -1.231, -4.331], [-2.888, 0.606, 0.849], [0.440, 0.461, -1.452], [1.328, 2.024, -1.760], [-2.985, 0.187, -1.705], [0.093, -0.690, -0.838], [0.160, -0.296, -1.124], [0.594, -0.070, -0.067], [1.289, -0.085, 0.629], [-1.517, 0.215, 0.469], [-1.326, 0.320, 1.863], [0.988, -1.506, -1.486], [-0.659, -0.417, -0.466], [1.327, -0.365, -1.771]]
}



The LUMO results, record by record, are as follows: -0.589 3.787 -5.006 -0.194 eV.